Run w
Entry from the Open Molecules 2025 dataset: C7H12O2 as an isolated structure (wB97M-V/def2-TZVPD).

Each line ends with the Löwdin charge.
Geometry (Å):
C 0.096 0.576 1.045  -0.083
C -0.042 2.018 -1.397  -0.107
C 1.416 0.294 1.687  -0.034
C 0.523 -1.706 -1.190  -0.002
C -0.497 -0.609 -0.981  -0.515
C -0.803 -0.460 0.722  -0.199
C -1.839 -1.086 1.251  0.072
O 0.533 0.868 -0.800  -0.210
O -1.491 -0.496 -1.680  0.026
H -0.323 1.562 1.234  0.140
H -0.953 1.748 -1.937  0.083
H -0.295 2.774 -0.643  0.081
H 0.671 2.460 -2.098  0.085
H 2.229 0.855 1.225  0.092
H 1.668 -0.765 1.671  0.086
H 1.353 0.600 2.740  0.095
H 0.729 -1.774 -2.261  0.090
H 0.127 -2.657 -0.833  0.091
H 1.465 -1.501 -0.686  0.072
H -2.427 -1.771 0.649  0.075
H -2.141 -0.932 2.282  0.062

As for the charge: 0. The value obtained for the HOMO energy is -8.36 eV.

---

Run x
Entry from the Open Molecules 2025 dataset: an isolated molecule of C7H12O2 (wB97M-V/def2-TZVPD).

Each line ends with the Löwdin charge.
Geometry (Å):
C -2.340 0.270 -0.880  -0.017
C -1.110 0.424 -0.007  -0.472
C -1.196 -0.336 1.294  0.000
O -0.552 1.710 0.070  0.028
C 0.164 0.843 -0.758  -0.168
C 1.347 0.140 -0.220  -0.372
C 1.571 -1.265 -0.733  0.003
C 2.027 0.615 1.018  -0.161
O 2.645 0.941 -0.165  -0.028
H -2.337 1.006 -1.681  0.086
H -2.373 -0.731 -1.304  0.086
H -3.241 0.433 -0.285  0.083
H -1.988 0.092 1.907  0.092
H -0.272 -0.278 1.873  0.081
H -1.444 -1.381 1.096  0.089
H 0.147 1.061 -1.824  0.164
H 2.603 -1.562 -0.546  0.091
H 1.391 -1.308 -1.812  0.089
H 0.894 -1.965 -0.233  0.085
H 1.541 1.428 1.556  0.120
H 2.522 -0.138 1.635  0.122

As for the charge: 0. The value obtained for the HOMO energy is -9.84 eV. Its structure (SMILES) is CC1(C)O[C@H]1[C@]1(C)CO1.

---

Run y
Entry from the Open Molecules 2025 dataset: an isolated molecule of C7H12O2 (wB97M-V/def2-TZVPD).

Each line ends with the Löwdin charge.
Geometry (Å):
C -2.228 -0.496 -0.029  -0.213
O -1.738 0.656 -0.707  -0.171
C -0.635 1.529 -0.222  -0.115
C 0.700 0.915 0.304  -0.333
C 1.823 0.174 -0.499  -0.114
C 1.262 -1.330 -0.601  -0.102
C -0.107 -0.992 -0.033  -0.414
C 0.262 -0.222 1.231  -0.077
O -1.358 -1.622 0.010  -0.024
H -3.171 -0.666 -0.653  0.161
H -2.461 -0.188 1.031  0.135
H -0.988 2.072 0.696  0.131
H -0.528 2.198 -1.152  0.154
H 1.281 1.772 0.826  0.156
H 1.908 0.572 -1.524  0.110
H 2.769 0.268 0.116  0.127
H 1.842 -1.993 0.023  0.088
H 1.247 -1.773 -1.673  0.142
H -0.252 -0.276 -0.842  0.104
H -0.606 0.162 1.846  0.129
H 0.977 -0.760 1.849  0.126

As for the charge: 0. The value obtained for the HOMO energy is -9.51 eV. Its structure (SMILES) is C1OC[C@@H]2CC[C@H](C2)O1.

---

Run z
Entry from the Open Molecules 2025 dataset: an isolated molecule of C7H12O2 (wB97M-V/def2-TZVPD).

Each line ends with the Löwdin charge.
Geometry (Å):
C -1.959 0.404 -1.068  0.071
C -1.475 0.431 0.231  -0.371
C -1.444 1.622 1.056  -0.094
C -0.847 -0.808 0.895  -0.106
C 0.654 -1.192 0.582  -0.163
O 1.367 0.053 0.525  -0.031
C 2.550 -0.032 -0.111  -0.514
C 3.095 -1.223 -0.330  0.061
O 3.012 1.110 -0.608  0.114
H -2.479 1.283 -1.427  0.054
H -2.043 -0.437 -1.625  0.016
H -0.390 1.872 1.232  0.080
H -1.836 1.378 2.068  0.095
H -1.924 2.513 0.554  0.100
H -1.538 -1.562 0.557  0.105
H -0.775 -0.692 2.002  0.121
H 1.049 -1.958 1.240  0.117
H 0.875 -1.643 -0.402  0.118
H 2.911 -2.136 0.119  0.039
H 3.991 -1.165 -0.863  0.053
H 2.178 1.612 -0.717  0.137

As for the charge: 0. The value obtained for the HOMO energy is -8.66 eV. Its structure (SMILES) is C=C(C)CCOC(=C)O.

---

Stability verdict: run x, ahead by 21.4 kJ/mol

---

Run w
Entry from the Open Molecules 2025 dataset: an isolated molecule of C5H13N (wB97M-V/def2-TZVPD).

Each line ends with the Löwdin charge.
Geometry (Å):
C -1.131 -1.559 -0.813  -0.121
C -1.178 -0.038 -0.757  -0.219
C -0.197 0.596 0.274  -0.436
C -0.174 2.114 0.073  -0.070
N 1.149 0.105 0.227  -0.115
C 1.578 -1.039 0.990  -0.134
H -1.515 -2.045 0.081  0.068
H -1.721 -1.954 -1.640  0.065
H -0.107 -1.928 -0.942  0.063
H -2.174 0.293 -0.462  0.105
H -0.913 0.333 -1.745  0.106
H -0.580 0.343 1.275  0.144
H 0.303 2.617 0.915  0.072
H -1.176 2.549 -0.028  0.077
H 0.427 2.332 -0.805  0.071
H 1.728 0.335 -0.563  0.111
H 0.758 -1.743 1.135  0.062
H 2.389 -1.545 0.475  0.080
H 1.893 -0.739 1.993  0.071

As for the charge: 0. The value obtained for the HOMO energy is -8.05 eV. Its structure (SMILES) is CC[C@H](C)NC.

---

Run x
Entry from the Open Molecules 2025 dataset: a 2-piece molecular cluster, C5H13N overall (wB97M-V/def2-TZVPD).

Each line ends with the Löwdin charge.
Geometry (Å):
C -1.434 2.073 -0.777  -0.025
C -1.546 3.336 -1.189  -0.225
C -0.483 4.367 -0.817  -0.128
H -2.263 1.384 -0.862  0.044
H -0.479 1.602 -0.578  0.053
H -2.518 3.807 -1.274  0.085
H 0.560 4.059 -0.863  0.067
H -0.614 4.667 0.228  0.071
H -0.657 5.276 -1.389  0.057
C 1.788 -3.218 1.656  -0.170
N 0.440 -2.807 1.276  -0.186
C 0.267 -2.809 -0.212  -0.137
H 2.521 -2.556 1.179  0.074
H 2.102 -4.144 1.142  0.070
H 1.815 -3.215 2.741  0.075
H -0.231 -3.495 1.609  0.084
H 1.168 -3.264 -0.630  0.060
H -0.582 -3.291 -0.702  0.069
H 0.147 -1.772 -0.538  0.060

As for the charge: 0. The value obtained for the HOMO energy is -8.90 eV. Its structure (SMILES) is C=CC.CNC.

---

Stability verdict: run w, ahead by 161.6 kJ/mol

---

Run w
Entry from the Open Molecules 2025 dataset: C5H13N as an isolated structure (wB97M-V/def2-TZVPD).

Each line ends with the Löwdin charge.
Geometry (Å):
C -2.283 -0.520 -0.329  -0.082
C -1.115 0.315 0.169  -0.361
C 0.117 0.202 -0.817  -0.174
C 1.549 0.530 -0.278  -0.268
C 2.316 -0.709 0.181  -0.106
N -0.500 0.700 1.829  -0.001
H -3.118 -0.472 0.371  0.079
H -2.035 -1.568 -0.505  0.076
H -2.624 -0.138 -1.293  0.084
H -1.439 1.344 0.132  0.112
H -0.205 0.722 -1.719  0.108
H 0.204 -0.868 -1.033  0.087
H 1.450 1.337 0.438  0.084
H 2.042 0.956 -1.158  0.096
H 2.058 -1.514 -0.506  0.065
H 2.088 -0.966 1.214  0.070
H 3.377 -0.487 0.075  0.066
H -1.182 1.426 2.026  -0.003
H -0.700 -0.291 1.203  0.066

As for the charge: 0. The value obtained for the HOMO energy is -8.70 eV.

---

Run x
Entry from the Open Molecules 2025 dataset: a 2-piece molecular cluster, C5H13N overall (wB97M-V/def2-TZVPD).

Each line ends with the Löwdin charge.
Geometry (Å):
C 2.783 1.305 -0.635  -0.269
N 1.598 0.441 -0.836  -0.218
C -0.986 0.653 -0.285  0.089
C -1.727 -0.374 0.414  -0.384
C -0.498 -0.120 1.362  -0.068
C -1.828 -1.765 -0.179  -0.055
H 2.550 2.362 -0.709  0.038
H 3.266 1.100 0.317  0.039
H 3.490 1.031 -1.422  0.046
H 1.437 0.354 -1.834  -0.011
H -1.631 1.453 -0.707  0.106
H 0.242 0.759 -0.598  -0.001
H -2.650 -0.147 0.959  0.133
H -0.251 -1.138 1.701  0.118
H 0.520 0.297 1.207  0.103
H -0.874 0.315 2.288  0.090
H -1.276 -2.517 0.397  0.077
H -2.844 -2.149 -0.295  0.079
H -1.323 -1.860 -1.145  0.086

As for the charge: 0. The value obtained for the HOMO energy is -6.51 eV.

---

Stability verdict: run w, ahead by 267.5 kJ/mol

---

Run w
Entry from the Open Molecules 2025 dataset: a 3-piece molecular cluster, C3H12N2O3 overall (wB97M-V/def2-TZVPD).

Each line ends with the Löwdin charge.
Geometry (Å):
C 1.644 1.405 -1.237  -0.116
N 0.302 1.545 -0.831  -0.010
C -0.175 0.823 0.298  -0.453
O 0.705 0.428 1.025  0.052
C -1.592 0.442 0.650  -0.192
N -2.316 1.630 1.144  -0.004
H 1.813 1.704 -2.334  0.111
H 2.130 2.283 -0.687  0.117
H 2.078 0.517 -1.321  0.032
H -0.249 1.967 -1.507  0.096
H -1.506 -0.327 1.419  0.112
H -2.029 -0.103 -0.198  0.119
H -2.339 2.448 0.410  0.117
H -1.785 2.077 1.856  0.047
O 1.007 -0.377 4.267  -0.069
H 1.709 -0.038 3.710  0.021
H 0.313 -0.492 3.596  0.020
O 0.065 -4.764 -4.756  -0.043
H 0.949 -5.055 -5.015  0.041
H -0.468 -5.523 -4.672  0.002

As for the charge: 0. The value obtained for the HOMO energy is -9.44 eV. Its structure (SMILES) is CNC(=O)CN.O.O.

---

Run x
Entry from the Open Molecules 2025 dataset: a 3-piece molecular cluster, C3H12N2O3 overall (wB97M-V/def2-TZVPD).

Each line ends with the Löwdin charge.
Geometry (Å):
C 2.318 -0.074 0.636  -0.224
C 1.421 0.872 0.002  0.187
C 0.006 0.631 -0.250  -0.488
N -0.736 0.771 1.016  0.154
O -0.102 -0.683 -0.752  -0.042
N 2.865 -1.058 -0.352  0.054
H 1.888 -0.614 1.469  0.138
H 3.224 0.368 1.052  0.113
H -0.338 1.283 -1.061  0.139
H 1.707 1.919 -0.112  0.146
H -1.134 -0.187 1.161  0.061
H -0.217 1.121 1.813  0.089
H 2.472 -1.967 -0.158  0.078
H 2.514 -0.896 -1.285  0.072
H -1.071 -0.851 -0.733  0.041
H -3.017 -1.729 0.704  -0.044
O -2.348 -1.129 0.367  -0.380
H -2.909 0.054 -0.827  -0.017
H -3.697 1.304 -1.299  0.026
O -2.846 0.863 -1.390  -0.105

As for the charge: 0. The value obtained for the HOMO energy is -8.36 eV.

---

Stability verdict: run w, ahead by 370.9 kJ/mol

---

Run w
Entry from the Open Molecules 2025 dataset: C2H4I2S as an isolated structure (wB97M-V/def2-TZVPD).

Each line ends with the Löwdin charge.
Geometry (Å):
C -0.701 0.224 1.018  -0.294
C 0.687 -0.015 0.398  -1.425
S -0.841 -0.224 -2.417  0.340
I 1.764 -1.751 0.442  0.802
I 1.729 1.796 0.128  0.741
H -1.403 -0.004 0.186  0.016
H -0.705 -0.616 1.823  0.092
H -0.883 1.206 1.308  0.012
H 0.354 -0.617 -2.886  -0.283

As for the charge: 0. The value obtained for the HOMO energy (spin up / spin down) is -9.56 / -7.94 eV.

---

Run x
Entry from the Open Molecules 2025 dataset: C2H4I2S as an isolated structure (wB97M-V/def2-TZVPD).

Each line ends with the Löwdin charge.
Geometry (Å):
C 1.550 0.355 0.873  0.048
C -1.230 -0.140 -0.343  -1.723
S -0.763 0.086 -1.964  0.556
I -2.346 1.557 0.445  0.640
I -1.893 -2.018 0.488  0.636
H 1.843 -0.216 -0.012  -0.018
H 1.327 1.462 0.922  0.018
H 1.309 -0.260 1.707  -0.032
H 0.204 -0.827 -2.116  -0.124

As for the charge: 0. The value obtained for the HOMO energy (spin up / spin down) is -8.74 / -8.01 eV.

---

Stability verdict: run w, ahead by 60.9 kJ/mol

---

Run w
Entry from the Open Molecules 2025 dataset: an isolated molecule of C4H10NOP (wB97M-V/def2-TZVPD).

Each line ends with the Löwdin charge.
Geometry (Å):
C 0.441 -0.389 2.705  -0.108
C 0.367 -1.489 1.657  -0.173
C 0.257 -1.224 0.376  -0.179
N -0.087 0.196 -0.197  -0.228
P 0.492 0.284 -1.807  0.769
C -0.528 1.880 -1.977  -0.284
O -0.583 -0.836 -2.415  -0.344
H 0.461 -0.743 3.768  0.087
H -0.396 0.347 2.560  0.085
H 1.235 0.237 2.421  0.042
H 0.542 -2.563 1.867  0.104
H 0.085 -1.850 -0.426  0.042
H 0.307 0.774 0.533  0.049
H -0.473 2.369 -2.950  0.017
H -1.576 1.631 -1.628  0.053
H -0.308 2.614 -1.236  0.004
H -0.237 -1.238 -3.252  0.063

As for the charge: 0. The value obtained for the HOMO energy is -8.23 eV. Its structure (SMILES) is C/C=C\NP(C)O.

---

Run x
Entry from the Open Molecules 2025 dataset: a 2-piece molecular cluster, C4H10NOP overall (wB97M-V/def2-TZVPD).

Each line ends with the Löwdin charge.
Geometry (Å):
C -0.223 -2.100 -0.900  -0.369
P -0.764 -1.444 0.548  0.900
N -1.053 0.173 0.300  -0.507
C -1.142 0.861 -0.962  -0.114
C -0.961 0.954 1.461  -0.221
H 0.107 -1.458 -1.781  0.021
H 0.063 -3.071 -0.861  -0.084
H -1.383 2.018 -0.793  0.140
H -0.225 0.934 -1.462  0.051
H -1.848 0.471 -1.536  0.028
H -0.122 1.507 1.579  0.033
H -1.898 1.482 1.618  0.084
H -1.069 0.396 2.417  0.076
C 2.586 -0.196 0.022  -0.140
O 2.187 0.710 0.693  -0.017
H 3.734 -0.192 -0.064  0.098
H 2.009 -1.044 -0.278  0.021

As for the charge: 0. The value obtained for the HOMO energy is -8.16 eV. Its structure (SMILES) is C=PN(C)C.C=O.

---

Stability verdict: run w, ahead by 208.1 kJ/mol

---

Run w
Entry from the Open Molecules 2025 dataset: a 2-piece molecular cluster, C5H14 overall (wB97M-V/def2-TZVPD).

Each line ends with the Löwdin charge.
Geometry (Å):
C -0.597 0.745 1.747  -0.428
C -1.983 0.522 2.332  -0.228
C -0.479 2.033 0.962  -0.250
H 0.189 0.662 2.501  0.071
H -0.360 -0.166 1.191  0.060
H -2.694 0.340 1.531  0.045
H 0.160 2.732 1.500  0.042
H -0.045 1.924 -0.044  0.030
H -1.389 2.595 0.752  0.049
H -2.027 -0.372 2.956  0.042
H -2.308 1.369 2.916  0.049
C 1.926 -0.984 -2.253  -0.342
C 0.915 -2.129 -2.332  -0.314
H 2.945 -1.323 -2.032  0.033
H 2.170 -0.477 -3.189  0.034
H 1.663 -0.306 -1.449  0.023
H 0.812 -2.499 -3.353  0.035
H -0.084 -1.750 -2.102  0.017
H 1.186 -2.916 -1.634  0.032

Its spin multiplicity is 2. As for the charge: -1. The value obtained for the HOMO energy (spin up / spin down) is 1.50 / -7.47 eV.

---

Run x
Entry from the Open Molecules 2025 dataset: a 2-piece molecular cluster, C5H14 overall (wB97M-V/def2-TZVPD).

Each line ends with the Löwdin charge.
Geometry (Å):
C 0.604 -0.757 2.016  -0.279
C -0.119 -2.104 2.430  -0.252
H 0.473 -0.088 2.907  0.047
H 1.648 -1.021 1.813  0.036
H 0.146 -0.283 1.181  -0.007
H 0.572 -2.681 3.107  0.055
H -0.923 -1.767 2.913  -0.026
H -0.322 -2.678 1.464  0.062
C 0.069 0.568 -1.246  -0.423
C 0.770 1.308 -2.383  -0.281
C -1.323 1.139 -1.076  -0.300
H -0.129 -0.386 -1.744  0.057
H 0.763 0.398 -0.378  0.080
H 1.087 2.260 -2.025  0.029
H -2.177 0.476 -1.406  0.045
H -1.522 1.352 -0.017  0.027
H -1.419 2.050 -1.624  0.027
H 1.709 0.759 -2.710  0.057
H 0.092 1.455 -3.223  0.046

Its spin multiplicity is 2. As for the charge: -1. The value obtained for the HOMO energy (spin up / spin down) is 1.55 / -7.22 eV.

---

Stability verdict: run w, ahead by 66.0 kJ/mol

---

Run w
Entry from the Open Molecules 2025 dataset: an isolated ion of composition C2H5O2S and charge -1 (wB97M-V/def2-TZVPD).

Each line ends with the Löwdin charge.
Geometry (Å):
C -1.075 -0.722 0.255  -0.205
C -0.280 0.375 -0.502  -0.325
O 2.401 1.434 -0.508  -0.649
O 1.775 -0.313 1.287  -0.636
S 1.878 0.043 -0.184  0.647
H -1.342 -1.530 -0.473  0.055
H -0.459 -0.986 1.074  0.003
H -2.070 -0.251 0.644  0.071
H -0.313 1.362 -0.068  0.022
H -0.514 0.587 -1.525  0.016

As for the charge: -1. The value obtained for the HOMO energy is -2.78 eV.

---

Run x
Entry from the Open Molecules 2025 dataset: a 2-piece molecular cluster, C2H5O2S overall (wB97M-V/def2-TZVPD).

Each line ends with the Löwdin charge.
Geometry (Å):
C -1.650 1.300 -0.976  -0.539
S -1.504 0.223 0.482  0.534
H -1.646 0.620 -1.834  0.006
H -2.462 2.013 -1.068  0.008
H -0.763 1.921 -1.094  0.013
O 3.260 -1.766 0.846  -0.108
C 2.074 -1.456 1.000  -0.675
O 1.319 -0.731 0.330  -0.169
H 1.550 -1.918 1.905  0.100
H -0.178 -0.207 0.407  -0.169

As for the charge: -1. The value obtained for the HOMO energy is -4.51 eV.

---

Stability verdict: run x, ahead by 121.4 kJ/mol